(1)
Molecular formula: C42H61BClF4MoN3O4S2Si2Te
Method: DFT, wB97M-V/def2-TZVPD

As for the spin multiplicity: 3. Its expectation value of S² is 2.018. The value obtained for the HOMO energy (alpha / beta) is -0.055 / -0.074 Eh. Its total charge is -2.

Geometry (Å):
Mo: 0.1277 -1.2257 0.4394
O: -1.3734 0.1060 0.2251
C: -2.4348 0.3581 -0.5368
C: -2.2809 0.9387 -1.7984
C: -3.3736 1.3629 -2.5255
C: -4.6584 1.2373 -2.0101
C: -4.8238 0.6362 -0.7758
C: -3.7338 0.1783 -0.0372
C: -3.9727 -0.4809 1.2541
N: -3.5769 -1.6706 1.6368
C: -4.0808 -1.8492 2.9004
C: -4.8010 -0.7593 3.2896
N: -4.7302 0.1115 2.2252
H: -1.2792 0.9914 -2.2033
H: -3.2245 1.7664 -3.5197
H: -5.5197 1.5566 -2.5829
H: -5.8218 0.4723 -0.3816
H: -3.8677 -2.7445 3.4626
H: -5.3228 -0.5181 4.1991
H: -5.0858 1.0491 2.1791
C: 4.8417 -1.3151 1.7273
C: 3.4024 -0.9561 1.4519
S: 2.4474 -2.1617 0.6408
C: 2.8855 0.2086 1.8562
C: 3.6751 1.2400 2.6205
S: 1.1966 0.5859 1.5597
H: 5.1350 -2.1862 1.1431
H: 4.9928 -1.5523 2.7861
H: 5.5150 -0.4905 1.4764
H: 4.1689 0.7971 3.4914
H: 3.0234 2.0353 2.9830
H: 4.4537 1.7040 2.0046
C: -0.9167 -4.3569 6.1224
C: -0.8900 -3.3171 5.0287
C: -1.1645 -1.9855 5.3204
C: -1.1910 -1.0530 4.2866
C: -1.5311 0.3913 4.5284
C: -0.9174 -1.4734 3.0026
C: -0.6036 -2.8014 2.6568
C: -0.6113 -3.7179 3.7275
N: -0.3472 -3.0359 1.3246
C: -0.2397 -4.4109 0.7862
C: 0.8904 -5.2595 1.4065
C: 0.0671 -4.3214 -0.7063
C: -1.6056 -5.0914 0.9404
H: -0.9023 -3.8903 7.1088
H: -0.0576 -5.0269 6.0513
H: -1.8177 -4.9733 6.0576
H: -1.3922 -1.6856 6.3386
H: -2.0204 0.5281 5.4950
H: -2.1922 0.7693 3.7449
H: -0.6269 1.0044 4.5043
H: -1.1639 -0.7521 2.2296
H: -0.4258 -4.7650 3.5627
H: 1.8133 -4.6809 1.4307
H: 1.0492 -6.1327 0.7686
H: 0.6871 -5.6308 2.4078
H: 1.0217 -3.8349 -0.9004
H: -0.7100 -3.7850 -1.2440
H: 0.1236 -5.3308 -1.1206
H: -1.9030 -5.1934 1.9851
H: -1.5740 -6.0882 0.4918
H: -2.3600 -4.4933 0.4272
C: 0.5724 3.6800 4.1004
Si: 0.8648 5.0289 2.8409
C: 2.4209 4.6439 1.8689
C: 1.1483 6.6675 3.7387
C: -0.6199 5.2355 1.7194
Te: -1.4048 3.3923 0.9073
C: 0.1008 3.1326 -0.5866
Si: 0.1364 4.2598 -2.0868
C: -0.8155 5.8708 -1.8761
C: 1.9394 4.6933 -2.4190
C: -0.5552 3.3971 -3.5999
H: 1.3778 3.6629 4.8405
H: 0.5410 2.7072 3.6021
H: -0.3733 3.8134 4.6317
H: 3.2892 4.6622 2.5338
H: 2.5940 5.3738 1.0741
H: 2.3762 3.6492 1.4227
H: 1.9983 6.5953 4.4224
H: 0.2703 6.9516 4.3244
H: 1.3540 7.4752 3.0317
H: -0.4148 5.9153 0.8913
H: -1.4509 5.6732 2.2804
H: -0.0388 2.0895 -0.8825
H: 1.0600 3.1396 -0.0690
H: -0.2400 6.6294 -1.3413
H: -1.7524 5.7020 -1.3413
H: -1.0559 6.2759 -2.8633
H: 2.3996 5.1344 -1.5314
H: 2.0391 5.4042 -3.2433
H: 2.5091 3.7968 -2.6757
H: -0.2215 2.3596 -3.6704
H: -0.2313 3.9160 -4.5069
H: -1.6469 3.3958 -3.5829
C: 4.2958 -1.1331 -6.3324
C: 3.0060 -1.8998 -6.4034
C: 2.8035 -2.8856 -7.3557
C: 1.6065 -3.5829 -7.3913
Cl: 1.3841 -4.8285 -8.6086
C: 0.6014 -3.3165 -6.4843
C: 0.7897 -2.3308 -5.5246
C: 1.9831 -1.6225 -5.4861
O: 2.2628 -0.6204 -4.6142
C: 1.3246 -0.2750 -3.6098
C: 1.3028 -1.2540 -2.4343
O: 1.8174 -2.3446 -2.5220
O: 0.6854 -0.7205 -1.4223
H: 5.0241 -1.5398 -7.0349
H: 4.7128 -1.1711 -5.3251
H: 4.1377 -0.0774 -6.5652
H: 3.5850 -3.1165 -8.0693
H: -0.3257 -3.8726 -6.4981
H: -0.0028 -2.1454 -4.8149
H: 0.3083 -0.1949 -4.0070
H: 1.6441 0.6996 -3.2394
F: -1.7510 -2.1082 -1.7333
B: -2.3169 -2.2288 -3.0299
F: -2.0230 -3.5032 -3.5445
F: -3.6958 -2.0291 -2.9722
F: -1.7220 -1.2538 -3.8764

Atomic partial charges in e from the Mulliken method, atoms 1 to 99: Mo -0.63; O 0.80; C -0.32; C 0.76; C -1.21; C -1.50; C -0.19; C 0.50; C -0.25; N -0.20; C -0.46; C -0.83; N 0.08; H -0.27; H 0.54; H 0.32; H 0.45; H 0.49; H 0.42; H 0.26; C -1.75; C 1.42; S -0.40; C -0.64; C -1.50; S 0.93; H 0.43; H 0.28; H 0.36; H 0.42; H -0.07; H 0.31; C -1.70; C 0.22; C -0.99; C 0.44; C -1.23; C 0.52; C 1.26; C -0.56; N 1.41; C 1.38; C -1.50; C -2.41; C -1.60; H 0.39; H 0.35; H 0.27; H 0.26; H 0.41; H 0.15; H 0.04; H 0.14; H 0.27; H 0.08; H 0.54; H 0.38; H 0.38; H 0.25; H 0.64; H 0.29; H 0.46; H 0.28; C -0.22; Si 0.26; C -0.58; C -1.08; C -0.62; Te -0.05; C 1.76; Si 0.45; C -1.33; C -1.08; C -0.54; H 0.38; H -0.48; H 0.43; H 0.40; H 0.26; H -0.03; H 0.27; H 0.31; H 0.27; H 0.11; H 0.49; H -1.38; H -0.38; H 0.31; H 0.37; H 0.38; H 0.24; H 0.35; H 0.28; H -0.05; H 0.45; H 0.12; C -1.37; C 0.93; C -0.86

---

(2)
Molecular formula: C42H61BN12OP2TeW
Method: DFT, wB97M-V/def2-TZVPD

As for the spin multiplicity: 2. Its expectation value of S² is 0.762. The value obtained for the HOMO energy (alpha / beta) is -0.577 / -0.577 Eh. Its total charge is +3.

Geometry (Å):
W: -0.8852 -0.5864 -0.2549
C: 0.8983 -3.0971 -3.3006
C: 0.9725 -2.0157 -2.4417
N: -0.2307 -1.7685 -1.9046
N: -1.0857 -2.7067 -2.3921
C: -0.4217 -3.5098 -3.2320
B: -2.5367 -2.9324 -1.8392
N: -2.3875 -3.2039 -0.2977
C: -2.9207 -4.1322 0.4987
C: -2.2745 -4.1012 1.7287
C: -1.3426 -3.0865 1.6095
N: -1.4159 -2.5419 0.3870
N: -3.2766 -1.5664 -2.0016
C: -4.1318 -1.2333 -2.9819
C: -3.9313 0.0867 -3.3382
C: -2.8925 0.5113 -2.5310
N: -2.5118 -0.4586 -1.6907
N: -3.1517 -4.0783 -2.5653
C: -3.0659 -5.4283 -2.3414
C: -3.4647 -6.0707 -3.4758
C: -3.7635 -5.0322 -4.3840
N: -3.5589 -3.8470 -3.8508
H: 1.6840 -3.5192 -3.9020
H: 1.8066 -1.3830 -2.1985
H: -0.9297 -4.3147 -3.7388
H: -3.7309 -4.7549 0.1576
H: -2.4475 -4.7478 2.5717
H: -0.6321 -2.7123 2.3275
H: -4.8056 -1.9652 -3.3893
H: -4.4570 0.6474 -4.0910
H: -2.3999 1.4662 -2.5003
H: -2.6938 -5.8453 -1.4219
H: -3.5349 -7.1326 -3.6342
H: -4.1164 -5.1089 -5.4002
N: 0.7915 -0.3932 0.2582
P: 2.3870 0.0137 0.6233
N: 2.2182 1.2369 1.6913
C: 3.2846 2.2393 1.9527
C: 3.9989 2.0024 3.2776
C: 3.0138 1.8832 4.4338
C: 1.9745 0.8093 4.1322
C: 1.2710 1.1128 2.8184
N: 3.0255 -1.3935 1.1041
C: 4.4524 -1.4276 1.5334
C: 4.5867 -2.2053 2.8316
C: 4.1838 -3.6734 2.6228
C: 3.1479 -3.8093 1.4985
C: 2.2323 -2.5973 1.4383
N: 3.2746 0.5918 -0.5980
C: 4.1782 -0.2732 -1.4172
C: 4.5145 0.3870 -2.7510
C: 3.3032 0.9265 -3.5208
C: 2.3180 1.6678 -2.5933
C: 2.9282 1.8945 -1.2227
H: 2.8001 3.2207 1.9630
H: 3.9899 2.2315 1.1262
H: 4.6939 2.8260 3.4462
H: 4.6013 1.0927 3.2146
H: 2.5056 2.8420 4.5808
H: 3.5393 1.6625 5.3621
H: 1.2327 0.7567 4.9327
H: 2.4526 -0.1725 4.0685
H: 0.7383 2.0653 2.8995
H: 0.5304 0.3493 2.5722
H: 4.8123 -0.4046 1.6429
H: 5.0528 -1.9019 0.7558
H: 3.9609 -1.7363 3.5938
H: 5.6143 -2.1316 3.1870
H: 3.7869 -4.0805 3.5531
H: 5.0613 -4.2698 2.3746
H: 2.5416 -4.7050 1.6349
H: 3.6406 -3.9158 0.5289
H: 1.7363 -2.4641 2.4091
H: 1.4696 -2.7394 0.6737
H: 3.7186 -1.2522 -1.5646
H: 5.1052 -0.4327 -0.8698
H: 5.0537 -0.3475 -3.3496
H: 5.2231 1.1974 -2.5724
H: 2.7939 0.1236 -4.0576
H: 3.6685 1.6085 -4.2876
H: 1.3959 1.0932 -2.4569
H: 2.0185 2.6271 -3.0233
H: 2.2434 2.4295 -0.5657
H: 3.8377 2.4942 -1.2915
C: -2.1667 -0.7424 3.9980
P: -2.9703 0.0172 2.5945
C: -4.5263 -0.7949 2.2997
C: -3.2784 1.7208 3.0013
O: -2.0998 -0.0889 1.3224
H: -2.6564 -0.4042 4.9129
H: -1.1181 -0.4436 4.0356
H: -2.2423 -1.8265 3.9439
H: -5.2109 -0.6061 3.1283
H: -4.3701 -1.8700 2.2028
H: -4.9644 -0.4041 1.3800
H: -3.8739 1.7636 3.9153
H: -3.8272 2.2058 2.1939
H: -2.3354 2.2451 3.1634
Te: -1.0371 2.4008 -0.0132
C: -0.1401 3.6552 -1.4397
C: -0.5380 3.6656 -2.7721
C: 0.0259 4.5880 -3.6408
C: 0.9817 5.4852 -3.1797
C: 1.3694 5.4731 -1.8469
C: 0.8034 4.5598 -0.9659
C: -2.9014 3.4051 0.0564
C: -2.8734 4.4963 0.9241
C: -3.9858 5.3184 1.0308
C: -5.1238 5.0469 0.2843
C: -5.1474 3.9557 -0.5717
C: -4.0356 3.1306 -0.6950
H: -1.2843 2.9735 -3.1406
H: -0.2837 4.6095 -4.6771
H: 1.4155 6.2056 -3.8599
H: 2.0988 6.1861 -1.4865
H: 1.0881 4.5686 0.0797
H: -1.9880 4.7202 1.5075
H: -3.9587 6.1717 1.6952
H: -5.9915 5.6871 0.3683
H: -6.0328 3.7442 -1.1563
H: -4.0885 2.2917 -1.3678

Atomic partial charges in e from the Mulliken method, atoms 1 to 99: W -0.17; C -2.09; C -0.66; N -0.48; N 1.05; C 0.22; B 0.45; N 0.15; C 0.07; C -1.98; C -0.70; N -0.04; N 0.44; C -0.14; C -1.78; C -0.12; N 0.69; N 0.55; C -0.36; C -0.94; C -0.27; N -1.12; H 0.54; H 0.85; H 0.48; H 0.93; H 0.50; H 0.86; H 0.69; H 0.54; H 0.20; H 0.67; H 0.47; H 0.48; N 0.62; P -1.44; N 0.85; C -0.82; C -0.52; C -1.04; C -0.41; C -0.06; N 0.89; C -1.11; C -0.65; C -0.76; C -1.26; C 0.56; N 0.97; C -0.80; C -1.30; C -0.86; C 0.80; C -0.64; H 0.36; H 0.45; H 0.49; H 0.16; H 0.31; H 0.50; H 0.43; H -0.07; H 0.41; H -0.31; H 0.84; H 0.33; H -0.01; H 0.56; H 0.37; H 0.37; H 0.44; H 0.34; H -0.17; H -0.07; H 0.74; H 0.35; H 0.53; H 0.43; H 0.32; H 0.44; H -0.45; H -0.02; H -0.07; H 0.51; C -0.91; P 1.09; C -1.25; C -0.95; O 0.05; H 0.53; H 0.00; H 0.34; H 0.52; H 0.32; H 0.34; H 0.61; H 0.19; H 0.28; Te -0.01

---

(3)
Molecular formula: C42H61Br2F8GaI2O25P
Method: DFT, wB97M-V/def2-TZVPD

As for the spin multiplicity: 1. The value obtained for the HOMO energy is -0.164 Eh. Its total charge is -1.

Geometry (Å):
C: 7.7488 -1.5956 1.3719
C: 6.8741 -0.4349 0.8779
P: 5.0712 -0.8943 0.9027
C: 4.6071 -0.1811 2.5466
Ga: 3.8844 0.3408 -0.7148
C: 2.0716 0.7673 0.0845
C: 2.1192 1.9920 1.0196
C: 1.1717 1.9336 2.2173
C: -0.2827 1.5546 1.8907
C: -0.8337 2.2258 0.6362
C: -2.3571 2.2008 0.5104
C: -2.8954 0.7715 0.5070
C: -4.3233 0.6418 -0.0474
O: -4.3020 -0.0471 -1.2901
C: -5.1020 -1.2095 -1.3708
C: 4.7121 2.1716 -1.2381
Br: 6.4420 1.8823 -2.1524
C: 3.7072 2.9339 -2.0981
C: 3.9483 3.0137 -3.5907
Br: 3.4862 4.8018 -1.4488
C: 3.7677 -0.7031 -2.4990
I: 1.7565 -0.6035 -3.2827
C: 4.3411 -2.1022 -2.3811
C: 5.8691 -2.0275 -2.3092
I: 3.8342 -3.3695 -4.0994
H: 7.4036 -1.9200 2.3525
H: 7.6163 -2.4491 0.7094
H: 8.7976 -1.3066 1.4355
H: 7.0205 0.4115 1.5544
H: 7.1766 -0.1177 -0.1161
H: 5.1590 -0.7347 3.3072
H: 4.9309 0.8578 2.6146
H: 3.5404 -0.2586 2.7243
H: 1.7474 -0.1110 0.6474
H: 1.3802 0.9200 -0.7374
H: 3.1331 2.1093 1.4132
H: 1.9155 2.8920 0.4401
H: 1.5511 1.2160 2.9481
H: 1.1675 2.8960 2.7358
H: -0.3309 0.4712 1.7786
H: -0.9156 1.8208 2.7407
H: -0.4655 1.6700 -0.2267
H: -0.4539 3.2445 0.5471
H: -2.8229 2.7774 1.3104
H: -2.5862 2.6494 -0.4574
H: -2.2608 0.1731 -0.1470
H: -2.8557 0.3612 1.5142
H: -4.9567 0.1149 0.6648
H: -4.7372 1.6376 -0.2176
H: -4.5738 -1.9289 -1.9903
H: -6.0666 -0.9778 -1.8236
H: -5.2582 -1.6656 -0.3917
H: 4.9621 2.7675 -0.3706
H: 2.7200 2.5000 -1.9543
H: 4.8598 3.5566 -3.8219
H: 4.0032 2.0129 -4.0166
H: 3.1165 3.5327 -4.0637
H: 4.3377 -0.1540 -3.2454
H: 3.9517 -2.5920 -1.4945
H: 6.3254 -2.9153 -2.7317
H: 6.1546 -1.9555 -1.2606
H: 6.2327 -1.1396 -2.8179
C: 0.8485 -3.4628 -6.6544
C: -0.1588 -2.3538 -6.4408
O: -1.3715 -2.9649 -6.8735
C: -1.2456 -4.3092 -6.7062
O: -2.1514 -5.0736 -6.7646
O: 0.0378 -4.6362 -6.4750
F: 0.0811 -1.2735 -7.2222
H: 1.2318 -3.4462 -7.6757
H: 1.6726 -3.4376 -5.9462
H: -0.2635 -2.0290 -5.4057
C: 12.5457 -3.1150 1.7709
C: 12.3159 -2.1405 2.9075
O: 10.9246 -2.2355 3.1152
C: 10.5099 -3.4696 2.6935
O: 9.4575 -3.9443 2.9218
O: 11.5012 -4.0656 1.9790
F: 12.6380 -0.8667 2.5715
H: 12.4080 -2.6213 0.8079
H: 13.5152 -3.6040 1.8019
H: 12.8348 -2.3947 3.8340
C: -1.9334 4.8358 -3.6588
C: -3.3068 5.0860 -4.2484
O: -4.1679 4.7456 -3.1773
C: -3.4780 4.9110 -2.0156
O: -3.9556 4.8984 -0.9329
O: -2.1655 5.0846 -2.2697
F: -3.5749 4.2895 -5.3107
H: -1.6319 3.7970 -3.7987
H: -1.1625 5.4995 -4.0382
H: -3.4938 6.1219 -4.5375
C: -3.9326 6.8396 2.9415
C: -3.0520 6.3454 1.8131
O: -2.2308 5.3962 2.4702
C: -2.9136 4.9125 3.5427
O: -2.6159 3.9563 4.1676
O: -3.9977 5.6948 3.7935
F: -2.2719 7.3370 1.3055
H: -3.4555 7.6646 3.4738
H: -4.9283 7.1323 2.6208
H: -3.5841 5.8599 0.9974
C: -8.5037 -3.0936 1.6203
C: -7.2246 -2.9123 2.4080
O: -6.7884 -1.6324 1.9789
C: -7.8848 -0.9192 1.5973
O: -7.9056 0.2467 1.4096
O: -8.9547 -1.7439 1.4726
F: -6.2870 -3.8364 2.0789
H: -8.2952 -3.5197 0.6375
H: -9.2495 -3.6911 2.1350
H: -7.3558 -2.9088 3.4885
C: -4.5609 -2.6083 -6.8836
C: -5.9939 -2.4703 -7.3507
O: -6.7295 -2.9329 -6.2348
C: -5.9667 -2.7378 -5.1174
O: -6.3671 -2.8119 -4.0081
O: -4.6990 -2.4359 -5.4681
F: -6.2730 -3.2513 -8.4257
H: -4.1656 -3.6038 -7.0901
H: -3.8918 -1.8592 -7.2949
H: -6.3024 -1.4484 -7.5788
C: 6.1751 2.9179 5.3540
C: 6.1616 2.3068 6.7384
O: 4.7844 2.2580 7.0378
C: 4.0931 2.1918 5.8539
O: 2.9543 1.9065 5.7585
O: 4.9239 2.4843 4.8244
F: 6.7958 3.0843 7.6558
H: 6.1922 4.0075 5.4113
H: 6.9910 2.5684 4.7276
H: 6.5766 1.2990 6.7932
C: -11.0723 -6.1078 5.8196
C: -10.5188 -6.4836 4.4600
O: -9.7735 -5.3311 4.1103
C: -9.3924 -4.7038 5.2610
O: -8.5785 -3.8497 5.3227
O: -10.0713 -5.2122 6.3127
F: -11.4918 -6.6839 3.5414
H: -12.0189 -5.5760 5.7161
H: -11.1919 -6.9505 6.4935
H: -9.8543 -7.3488 4.4611

Atomic partial charges in e from the Mulliken method, atoms 1 to 99: C -1.09; C -0.62; P 0.06; C -1.08; Ga -1.31; C -0.63; C -0.10; C -0.97; C -0.39; C -0.68; C 0.22; C -0.77; C 0.22; O -0.35; C -0.51; C -0.36; Br -0.27; C 0.56; C -1.56; Br -0.24; C -0.88; I 0.10; C -0.26; C -0.50; I -0.04; H 0.30; H 0.25; H 0.29; H 0.53; H 0.31; H 0.60; H 0.26; H 0.27; H 0.94; H 0.05; H 0.43; H 0.06; H 0.16; H 0.40; H 0.28; H 0.45; H -0.20; H 0.39; H 0.12; H -0.09; H 0.28; H 0.31; H -0.19; H 0.28; H 0.26; H 0.20; H 0.17; H 0.85; H -0.09; H 0.44; H 0.28; H 0.43; H 0.51; H 0.55; H 0.53; H -0.28; H 0.20; C 0.30; C 0.35; O -0.31; C 0.67; O -0.53; O -0.35; F -0.28; H 0.28; H -0.52; H 0.28; C -0.42; C 0.30; O -0.28; C 0.66; O -0.46; O -0.33; F -0.28; H 0.28; H 0.27; H 0.28; C -0.38; C 0.26; O -0.32; C 0.65; O -0.52; O -0.24; F -0.29; H 0.28; H 0.25; H 0.27; C -0.52; C 0.77; O -0.27; C 0.69; O -0.48; O -0.36; F -0.32

---

Taking the records one at a time from the top gives energy above the lowest of the compared OMol25 structures with the same formula, charge and spin values of 1.384; 1.278; 0.000 eV.
Taking the records one at a time from the top gives E values of -127861.5407; -92829.6556; -335424.9651 eV.